# 1
Formula: C6H8O6P2
Source: OMol25
Level of theory: wB97M-V/def2-TZVPD

Results
LUMO	0.0037	Ha
HOMO energy	-10.07	eV
frontier orbital gap	10.169	eV

Each line ends with the natural charge from an NBO analysis.
Element x y z (Å)
C  1.696  -2.027  -0.537  -0.100
C  -0.062  -0.240  0.019  0.091
C  0.181  -1.592  -0.726  0.488
C  -1.396  0.246  -0.423  0.625
C  1.151  0.773  -0.153  -0.603
C  -2.443  0.333  0.645  -0.730
O  1.640  -2.340  0.842  -0.807
O  0.918  0.514  -2.870  -1.093
O  -0.608  -2.418  0.034  -0.773
O  -0.172  -1.629  -2.069  -0.828
O  -0.029  -0.666  1.338  -0.806
O  -1.644  0.444  -1.603  -0.573
P  0.134  -2.280  1.445  1.621
P  -0.200  -0.355  -3.202  1.624
H  1.922  -3.058  -1.017  0.196
H  2.404  -1.381  -0.920  0.211
H  1.296  1.151  -1.110  0.263
H  2.053  0.230  0.236  0.220
H  0.919  1.580  0.642  0.212
H  -3.189  1.243  0.418  0.249
H  -2.078  0.390  1.604  0.243
H  -3.160  -0.595  0.722  0.270

=====

# 2
Formula: C11H17N4
Source: OMol25
Level of theory: wB97M-V/def2-TZVPD

Results
LUMO	-0.0975	Ha
SMILES string	C#C[C@]1([NH+]2CCCCC2)N=CCC(N)=N1
HOMO energy	-12.99	eV
total charge	+1
frontier orbital gap	10.339	eV

Each line ends with the natural charge from an NBO analysis.
Element x y z (Å)
C  -1.403  2.238  1.882  -0.192
C  -1.122  1.325  1.136  -0.148
C  -1.077  0.227  -0.209  0.441
N  0.407  -0.059  -0.400  -0.382
C  1.281  1.176  -0.526  -0.217
C  2.723  0.766  -0.809  -0.405
C  3.209  -0.053  0.298  -0.404
C  2.385  -1.404  0.439  -0.402
C  0.891  -0.961  0.665  -0.255
N  -1.596  0.972  -1.416  -0.429
C  -2.853  1.101  -1.359  0.203
C  -3.706  0.385  -0.338  -0.572
C  -3.067  -0.892  0.070  0.520
N  -3.825  -1.922  0.348  -0.770
N  -1.795  -0.966  0.084  -0.592
H  -1.565  3.236  2.277  0.265
H  0.552  -0.524  -1.292  0.440
H  1.270  1.839  0.329  0.245
H  0.996  1.576  -1.439  0.235
H  3.330  1.653  -0.909  0.251
H  2.679  0.230  -1.825  0.198
H  4.210  -0.371  0.146  0.227
H  3.059  0.396  1.212  0.205
H  2.673  -1.877  -0.524  0.217
H  2.680  -2.017  1.209  0.235
H  0.218  -1.830  0.684  0.261
H  0.573  -0.425  1.641  0.246
H  -3.233  1.749  -2.071  0.213
H  -3.773  0.958  0.493  0.271
H  -4.706  0.167  -0.618  0.258
H  -4.684  -1.898  0.932  0.420
H  -3.344  -2.789  0.750  0.411

=====

# 3
Formula: C10H12N2O3
Source: OMol25
Level of theory: wB97M-V/def2-TZVPD

Results
LUMO (alpha / beta)	0.0081 / -0.0004	Ha
HOMO energy (alpha / beta)	-7.77 / -7.20	eV
frontier orbital gap (alpha / beta)	7.993 / 7.188	eV

Each line ends with the natural charge from an NBO analysis.
Element x y z (Å)
C  0.384  -2.760  -0.316  -0.090
C  -0.408  -1.894  -1.009  -0.092
C  -0.456  -1.455  1.138  0.172
C  2.833  -0.773  0.929  -0.262
C  2.612  -0.486  -0.350  -0.335
C  1.646  0.497  -0.832  0.747
C  -3.033  0.233  -0.892  -0.138
C  -1.716  0.057  -0.319  0.381
C  -0.530  2.846  0.977  -0.701
C  0.115  2.110  -0.124  0.176
N  0.344  -2.474  1.015  -0.454
N  -0.964  -1.058  -0.067  -0.408
O  1.326  0.665  -1.987  -0.581
O  -2.745  0.493  0.483  -0.480
O  1.084  1.239  0.180  -0.508
H  0.979  -3.572  -0.684  0.212
H  -0.624  -1.789  -2.051  0.231
H  -0.729  -0.981  2.058  0.206
H  3.537  -1.534  1.221  0.207
H  2.325  -0.253  1.722  0.207
H  3.109  -1.019  -1.148  0.228
H  -3.236  1.110  -1.492  0.192
H  -3.679  -0.621  -1.063  0.187
H  -0.025  2.626  1.915  0.227
H  -1.581  2.550  1.074  0.247
H  -0.510  3.920  0.790  0.226
H  -0.059  2.326  -1.167  0.204

=====

# 4
Formula: C11H14BF3FeN6O3S
Source: OMol25
Level of theory: wB97M-V/def2-TZVPD

Results
LUMO (alpha / beta)	-0.3021 / -0.4064	Ha
multiplicity	5
HOMO energy (alpha / beta)	-15.70 / -15.71	eV
total charge	+2
frontier orbital gap (alpha / beta)	7.484 / 4.649	eV
⟨S²⟩	6.092

Each line ends with the Löwdin spin population.
Element x y z (Å)
C  -2.335  1.176  -0.696  0.012
N  -0.990  1.106  -0.871  0.006
N  -0.770  -0.079  -1.608  0.004
C  -1.947  -0.497  -2.138  0.014
C  -2.963  0.268  -1.587  0.005
B  0.527  -0.923  -1.805  -0.001
N  1.625  0.180  -1.922  -0.003
N  1.668  1.383  -1.216  -0.028
C  2.763  2.084  -1.644  0.002
C  3.298  1.403  -2.726  -0.001
C  2.575  0.221  -2.873  -0.001
Fe  0.533  2.267  -0.160  1.909
N  0.720  -2.217  -0.827  0.050
N  0.664  -2.132  0.544  0.314
C  0.824  -3.346  1.080  -0.011
C  0.996  -4.285  0.029  0.347
C  0.901  -3.540  -1.159  0.285
H  0.813  -3.489  2.155  -0.005
H  0.928  -3.860  -2.189  0.009
H  1.156  -5.336  0.156  0.013
H  0.472  -1.450  -2.903  0.000
H  2.717  -0.557  -3.622  0.000
H  -1.988  -1.310  -2.864  0.001
H  4.106  1.749  -3.336  0.000
H  -4.013  0.154  -1.768  0.000
H  3.118  2.979  -1.157  0.001
H  -2.783  1.736  0.107  -0.001
H  1.056  1.265  1.209  0.019
C  1.520  2.236  1.562  0.056
H  2.614  2.091  1.520  0.002
H  1.200  3.155  0.930  0.009
H  1.136  2.363  2.577  0.002
F  -3.538  1.122  4.906  -0.002
C  -3.335  0.496  3.717  -0.010
F  -3.547  -0.833  3.894  -0.002
F  -4.272  0.954  2.839  -0.002
S  -1.592  0.818  3.049  -0.057
O  -1.638  2.264  2.821  0.306
O  -0.728  0.377  4.139  0.412
O  -1.490  0.004  1.835  0.349

=====

# 5
Formula: C6H8
Source: OMol25
Level of theory: wB97M-V/def2-TZVPD

Results
LUMO	0.0282	Ha
HOMO energy	-7.90	eV
frontier orbital gap	8.670	eV

Each line ends with the natural charge from an NBO analysis.
Element x y z (Å)
C  0.973  -0.969  -0.780  -0.442
C  0.187  -1.324  0.389  -0.005
C  0.722  -0.380  1.355  -0.442
C  0.523  0.382  -0.042  -0.259
C  -0.777  1.060  -0.382  -0.214
C  -1.940  0.420  -0.351  -0.374
H  0.542  -1.176  -1.759  0.216
H  2.066  -1.004  -0.766  0.196
H  -1.925  -0.634  -0.063  0.235
H  1.788  -0.353  1.597  0.196
H  0.078  -0.088  2.185  0.216
H  1.372  1.062  -0.130  0.272
H  -0.722  2.113  -0.659  0.207
H  -2.886  0.890  -0.592  0.198

=====

# 6
Formula: C39H35CsI2N4O3Se
Source: OMol25
Level of theory: wB97M-V/def2-TZVPD

Results
LUMO	0.1218	Ha
HOMO energy	-1.80	eV
total charge	-2
frontier orbital gap	5.113	eV

Each line ends with the Mulliken charge.
Element x y z (Å)
Cs  0.757  -0.781  0.068  1.256
I  0.989  3.400  8.121  -0.062
C  1.089  2.582  6.187  -0.301
C  1.572  1.297  6.011  -0.367
C  1.631  0.777  4.731  -0.511
I  2.330  -1.178  4.433  -0.037
C  1.231  1.488  3.561  0.481
O  1.290  1.012  2.392  -0.631
C  0.732  2.816  3.815  0.735
C  0.275  3.615  2.616  -1.271
N  -0.746  2.973  1.790  -0.228
C  -1.933  2.603  2.536  -0.354
C  -2.805  1.649  1.759  0.516
C  -4.186  1.655  1.928  -0.875
C  -4.950  0.715  1.257  -0.388
C  -4.314  -0.199  0.434  -1.139
C  -2.934  -0.126  0.313  -0.491
N  -2.193  0.778  0.956  0.154
C  0.666  3.331  5.092  -0.429
H  1.894  0.704  6.856  0.324
H  1.130  3.799  1.961  0.308
H  -0.100  4.588  2.952  0.402
H  -0.339  2.105  1.451  0.053
H  -2.512  3.501  2.783  0.292
H  -1.690  2.114  3.495  0.273
H  -4.647  2.387  2.580  0.392
H  -6.027  0.697  1.377  0.392
H  -4.864  -0.959  -0.105  0.522
H  -2.400  -0.826  -0.318  0.775
H  0.276  4.333  5.238  0.313
C  -0.839  1.867  -2.139  -0.756
O  -1.027  0.456  -2.165  -0.055
C  -1.175  -0.143  -3.374  0.971
C  -1.046  0.530  -4.583  -0.609
C  -1.200  -0.154  -5.781  -0.538
C  -1.476  -1.511  -5.784  -0.849
C  -1.610  -2.182  -4.578  -0.207
C  -1.478  -1.517  -3.365  -0.155
N  -1.575  -2.172  -2.102  -0.237
N  -2.259  -3.226  -2.176  -0.075
C  -2.430  -4.050  -1.089  -0.042
C  -1.877  -3.845  0.222  0.126
O  -1.217  -2.850  0.587  -0.523
C  -2.129  -4.909  1.197  -0.784
C  -2.854  -6.007  0.917  -0.919
C  -3.438  -6.206  -0.377  0.953
C  -4.203  -7.350  -0.658  -0.804
C  -4.766  -7.547  -1.895  -0.455
C  -4.567  -6.574  -2.887  -0.687
C  -3.823  -5.448  -2.636  -0.375
C  -3.225  -5.222  -1.371  0.651
H  -1.701  2.375  -2.584  0.392
H  0.079  2.147  -2.660  0.339
H  -0.764  2.134  -1.088  -0.097
H  -0.777  1.575  -4.593  0.316
H  -1.067  0.381  -6.714  0.363
H  -1.566  -2.051  -6.719  0.327
H  -1.807  -3.245  -4.550  0.417
H  -1.691  -4.750  2.175  0.421
H  -3.012  -6.768  1.676  0.291
H  -4.341  -8.085  0.130  0.328
H  -5.353  -8.434  -2.101  0.363
H  -5.008  -6.714  -3.868  0.372
H  -3.678  -4.703  -3.405  0.418
C  7.460  -0.296  -6.574  -1.414
C  6.258  -0.054  -5.696  0.723
C  4.988  -0.465  -6.075  -1.220
C  3.867  -0.245  -5.277  1.028
C  2.522  -0.712  -5.752  -1.392
C  4.002  0.415  -4.040  0.190
Se  2.481  0.746  -2.945  -0.537
C  5.293  0.830  -3.646  1.106
C  5.499  1.533  -2.336  -1.580
C  6.384  0.592  -4.472  -1.009
H  7.182  -0.854  -7.469  0.327
H  8.231  -0.868  -6.050  0.310
H  7.918  0.644  -6.897  0.294
H  4.860  -0.977  -7.026  0.167
H  2.603  -1.214  -6.719  0.309
H  1.827  0.126  -5.833  0.247
H  2.067  -1.391  -5.027  0.306
H  5.098  0.940  -1.513  0.288
H  4.941  2.473  -2.311  0.259
H  6.559  1.736  -2.166  0.356
H  7.368  0.921  -4.145  0.256